[1]
# C22H43N2P3STl

A structure of composition C22H43N2P3STl (wB97M-V/def2-TZVPD, OMol25).

The geometry in XYZ format:
```
72
Properties=species:S:1:pos:R:3:forces:R:3:mulliken_charge:R:1
Tl 0.029708 0.435347 0.953405 0.0 -0.2 1.0 0.777
P 2.310795 1.478828 2.184400 0.5 0.5 0.2 0.589
P -2.070502 2.223581 1.278825 -0.7 0.5 -0.1 0.601
P 0.755080 1.246825 -1.545363 0.1 0.4 -0.4 0.625
H -0.831444 -2.773311 0.194854 0.5 0.1 -0.3 0.319
C 0.074689 -2.545523 -0.386421 0.4 0.0 0.3 -0.534
C 1.305842 -2.523377 0.155276 -0.3 -0.2 -0.2 -0.421
H 1.504563 -2.766178 1.209733 -0.2 0.2 -0.5 0.248
C 2.845211 1.045048 3.874024 -0.3 -0.4 0.1 -1.199
C 2.254398 3.311022 2.235715 -0.2 0.0 -0.1 -1.136
C 3.824389 1.134628 1.213355 -0.1 -0.2 -0.1 -1.088
C -3.551803 1.542622 0.446125 0.1 -0.2 0.0 -1.205
C -2.715055 2.662078 2.928108 0.2 -0.2 0.2 -1.177
C -1.796398 3.846287 0.466993 0.2 0.0 0.1 -1.096
C 1.924541 0.174997 -2.441056 0.1 -0.2 -0.1 -1.033
C 1.459571 2.921918 -1.707398 0.1 0.1 -0.1 -1.161
C -0.754438 1.301368 -2.574814 -0.1 -0.2 -0.2 -1.076
H -0.084529 -2.378249 -1.461022 0.1 0.0 0.5 0.253
H 2.197022 -2.324145 -0.454185 -0.4 -0.1 0.2 0.274
H 2.826519 -0.045927 3.994014 0.0 0.3 0.0 0.360
H 2.187517 1.491824 4.630207 0.1 -0.1 -0.2 0.381
H 3.874828 1.395809 4.024377 -0.3 0.0 -0.1 0.476
H 1.403327 3.630498 2.857330 0.3 0.0 -0.2 0.311
H 2.130529 3.723729 1.223202 0.1 -0.1 0.3 0.281
H 3.186404 3.698876 2.675153 -0.3 -0.1 -0.1 0.436
H 3.983120 0.046345 1.168915 0.0 0.3 0.0 0.350
H 4.686032 1.603714 1.711938 -0.3 -0.1 -0.2 0.449
H 3.740310 1.523000 0.187885 0.0 -0.1 0.3 0.249
H -4.394332 2.248617 0.514114 0.3 -0.2 0.0 0.423
H -3.830992 0.600606 0.940165 0.0 0.3 -0.2 0.371
H -3.336814 1.331558 -0.610068 -0.1 0.1 0.3 0.286
H -3.596964 3.310853 2.823735 0.3 -0.1 0.0 0.485
H -1.941145 3.175737 3.513689 -0.3 -0.1 -0.1 0.371
H -3.008164 1.749521 3.463116 0.1 0.2 -0.1 0.363
H -2.639174 4.522944 0.683293 0.3 -0.2 -0.1 0.459
H -1.691065 3.731183 -0.622509 -0.1 0.0 0.4 0.304
H -0.869559 4.293828 0.861344 -0.3 -0.1 -0.1 0.290
H 2.074296 0.526205 -3.472280 0.0 0.0 0.3 0.448
H 1.562501 -0.860883 -2.464931 0.0 0.3 0.0 0.081
H 2.893214 0.175565 -1.925060 -0.2 0.1 -0.1 0.315
H 1.559931 3.197439 -2.768453 0.0 -0.1 0.3 0.476
H 2.451112 2.962129 -1.235620 -0.3 0.0 -0.2 0.332
H 0.810262 3.654812 -1.208775 0.2 -0.2 -0.2 0.267
H -0.516772 1.559466 -3.617967 0.0 0.1 0.3 0.403
H -1.464411 2.041987 -2.179539 0.3 -0.2 -0.1 0.148
H -1.248910 0.319041 -2.560478 0.1 0.2 0.1 0.350
C -0.445467 -2.456305 -5.890957 0.0 1.0 0.3 0.986
C -1.610943 -2.663029 -6.649008 -1.1 -0.9 -0.8 -0.417
C -1.872414 -3.918515 -7.200111 -0.4 1.4 0.2 -0.555
C -0.968314 -4.972158 -7.016435 0.0 -0.2 -0.1 -0.359
C 0.213607 -4.757802 -6.298013 0.9 0.9 0.8 -0.505
C 0.481495 -3.505400 -5.744791 0.6 -1.3 -0.1 -0.406
S -0.114274 -0.929509 -5.127465 -0.3 -1.0 -0.5 0.011
H -1.303210 -0.317385 -5.346816 0.2 -0.2 -0.2 0.234
H -2.294682 -1.827601 -6.783429 0.0 -0.3 -0.1 0.342
H -2.784832 -4.082561 -7.775888 0.3 0.1 0.2 0.407
H -1.182777 -5.956883 -7.435073 0.1 0.3 0.1 0.428
H 0.931746 -5.568093 -6.164888 -0.2 0.3 0.0 0.409
H 1.398122 -3.316153 -5.189946 -0.1 -0.2 -0.1 0.398
N -0.541989 -3.150319 3.343943 0.1 -0.4 -0.4 -0.385
C -0.671573 -2.083952 4.168693 0.0 0.3 0.2 0.810
C -0.999332 -2.342328 5.525350 0.1 0.9 -0.2 -0.723
C -1.085586 -1.262459 6.394496 0.1 -0.7 -0.6 -0.400
C -0.845458 0.019240 5.880432 0.1 0.5 -0.7 -1.198
C -0.553030 0.169629 4.522256 -0.2 -0.1 1.0 -0.209
N -0.468831 -0.852163 3.660132 0.0 -0.3 0.1 0.104
H -0.377521 -3.046112 2.352253 -0.1 -0.1 0.5 0.022
H -0.671964 -4.066933 3.747509 0.0 0.1 -0.4 0.177
H -1.159472 -3.383177 5.796601 0.0 0.3 0.3 0.345
H -1.328712 -1.426907 7.442149 0.1 0.1 -0.2 0.439
H -0.889848 0.905385 6.501608 0.0 -0.1 0.0 0.455
H -0.367989 1.169273 4.110013 -0.1 -0.3 0.1 0.564
```
Positions in Å, forces in eV/Å.

The value obtained for the HOMO energy (alpha / beta) is -14.68 / -14.68 eV. The total energy is -2567.35077 Eh. For the relative energy (zero: lowest compared OMol25 entry of this formula, charge and spin), the calculation gives 0.000 eV. Its largest force on an atom is 1.63 eV/A. As for the total charge: +3.


[2]
# C56H82GeN10P3Pb

A structure of composition C56H82GeN10P3Pb (wB97M-V/def2-TZVPD, OMol25).

The geometry in XYZ format:
```
153
Properties=species:S:1:pos:R:3:forces:R:3:lowdin_spin:R:1
Pb 0.613243 -0.951293 -0.368467 0.3 0.2 -0.3 0.009
C 1.107041 5.867885 -0.548811 0.0 0.0 -0.1 0.000
C 0.894192 4.532301 -1.263938 -0.1 -0.1 0.1 0.000
C -0.584981 4.374794 -1.610819 0.0 -0.1 -0.1 0.002
P 1.468173 2.976936 -0.404955 0.1 0.1 0.1 0.001
C 1.571521 3.482949 1.392316 0.1 0.0 -0.3 0.000
N 0.501222 2.985663 2.363274 -0.2 0.2 -0.1 0.000
Ge -1.869547 1.212323 0.167129 -0.1 -0.4 0.4 0.036
N -3.314031 1.730451 -1.051169 -0.3 0.6 -0.1 0.311
C -3.468317 1.062486 -2.340464 0.0 -0.2 -0.1 0.028
P -2.456694 -0.493786 -2.460646 -0.1 0.0 0.0 0.005
C -3.732362 -1.676637 -3.137103 0.0 0.1 0.1 0.000
C -4.925364 -1.799250 -2.175106 0.1 0.0 0.0 0.001
C -4.224758 -1.334058 -4.544161 0.0 -0.1 0.0 0.000
C -1.378455 -0.124967 -3.918113 0.1 -0.1 0.1 0.002
C -0.425291 1.038432 -3.640888 -0.1 0.0 -0.1 0.000
C -0.622849 -1.399827 -4.305408 0.0 0.1 0.0 0.000
C -3.772512 2.982929 -0.915201 0.1 -0.3 -0.1 0.066
C -4.541229 3.649626 -1.906800 0.0 0.1 0.0 0.108
C -4.820497 4.983915 -1.779912 0.0 0.0 0.0 0.005
C -4.329418 5.694992 -0.678225 0.0 0.0 0.0 0.193
C -3.630603 5.045670 0.341902 0.2 0.1 0.0 -0.005
C -3.391030 3.694901 0.265296 0.0 0.1 0.2 0.133
N -2.837527 2.855827 1.338261 0.1 0.0 -0.2 0.021
C -2.102451 3.681315 2.358920 0.0 0.0 0.2 0.000
C -2.931814 4.504028 3.131647 -0.1 -0.1 0.1 0.000
C -2.505905 5.536801 3.941627 0.1 0.0 0.0 0.000
C -1.154456 5.811918 4.015688 -0.1 0.0 0.0 0.000
C -0.299187 4.939452 3.380892 0.0 -0.1 0.0 0.000
C -0.717067 3.860993 2.591090 0.1 0.1 0.0 0.000
C -4.016466 2.104138 1.896849 -0.1 -0.1 0.0 0.012
C -5.234661 2.725754 2.161741 0.1 0.1 -0.1 0.002
C -6.287619 2.017307 2.705194 0.0 -0.1 0.0 -0.001
C -6.130152 0.661658 2.952567 0.0 0.1 0.0 0.002
C -4.964024 0.016102 2.581479 0.0 0.0 -0.1 0.000
C -3.894290 0.716005 2.011494 -0.1 0.0 0.1 0.004
N -2.724786 0.120608 1.516747 0.3 0.2 -0.4 0.022
C -2.734632 -1.335224 1.436470 0.1 0.0 -0.1 0.001
P -1.094114 -2.173615 1.438286 -0.1 -0.1 0.3 0.001
C -1.491673 -3.932666 1.040265 0.0 0.1 -0.1 0.000
C -1.681329 -4.101862 -0.468106 0.0 0.0 0.0 0.000
C -2.688143 -4.492005 1.811003 0.0 -0.1 0.1 0.000
C -0.474103 -2.074734 3.184343 0.0 0.0 -0.1 0.000
C 0.460264 -3.254504 3.469966 0.0 0.0 0.0 0.000
C -1.560400 -1.931381 4.250563 0.1 0.0 0.0 0.000
C 3.294616 2.917806 -0.776631 -0.1 0.0 0.0 0.000
C 4.134367 4.153517 -0.459891 0.0 0.0 -0.1 0.000
C 3.914262 1.661073 -0.161650 0.0 0.0 -0.1 0.000
H 0.972142 6.682075 -1.262147 0.0 0.0 0.0 0.000
H 2.098475 5.987240 -0.117225 0.0 0.0 0.0 0.000
H 0.360904 6.011291 0.238580 0.0 0.0 0.0 0.000
H 1.470984 4.523887 -2.194375 0.1 0.0 0.0 0.000
H -1.175099 4.399903 -0.691377 0.0 0.0 0.0 0.001
H -0.785422 3.432271 -2.126126 0.0 0.1 0.0 0.000
H -0.928679 5.193265 -2.245510 0.0 0.0 0.0 0.000
H 1.625374 4.562045 1.499338 0.0 0.0 0.1 0.000
H 2.498964 3.050822 1.773552 0.0 0.0 0.1 0.000
H -3.200457 1.747764 -3.147281 0.0 0.0 0.0 0.007
H -4.513512 0.775604 -2.478500 -0.1 0.1 0.1 0.012
H -3.215961 -2.636834 -3.171846 0.1 -0.1 0.0 0.000
H -5.692931 -1.058313 -2.404103 0.0 0.0 0.0 0.000
H -4.648694 -1.673134 -1.125492 0.0 -0.1 0.0 0.000
H -5.394804 -2.776250 -2.285023 0.0 0.0 0.0 0.000
H -4.630274 -0.320685 -4.596370 0.0 0.0 0.0 0.000
H -5.032991 -2.017557 -4.808697 0.0 0.0 0.0 0.000
H -3.455603 -1.439848 -5.306736 0.0 0.0 0.0 0.000
H -2.039203 0.164462 -4.738996 0.0 0.0 0.0 0.001
H 0.160346 0.884726 -2.730105 0.0 0.0 0.0 0.000
H -0.958648 1.987216 -3.546824 0.0 -0.1 0.0 0.000
H 0.272462 1.146226 -4.472328 0.0 0.0 0.0 0.000
H -0.026807 -1.779212 -3.468324 0.0 0.0 0.0 0.000
H 0.059770 -1.192427 -5.129734 0.0 0.0 0.0 0.000
H -1.292201 -2.196959 -4.627499 0.0 0.0 0.0 0.000
H -4.909531 3.107565 -2.764563 0.0 0.0 0.0 0.005
H -5.405890 5.487449 -2.536978 0.0 0.0 0.0 -0.002
H -4.515662 6.757329 -0.594588 0.0 0.0 0.0 0.009
H -3.289139 5.631170 1.180823 0.0 0.0 0.0 -0.003
H -3.991911 4.335169 3.087992 0.0 0.0 -0.1 0.000
H -3.231508 6.121417 4.490504 0.0 0.0 0.0 0.000
H -0.767350 6.637273 4.596840 0.0 0.0 0.0 0.000
H 0.764933 5.073596 3.546161 0.0 0.0 0.0 0.000
H -5.398233 3.765154 1.911117 0.1 0.0 0.0 0.000
H -7.223309 2.515478 2.914692 0.0 0.0 0.0 0.000
H -6.932830 0.089547 3.397680 0.0 0.0 0.0 0.000
H -4.916393 -1.053741 2.714117 0.0 0.0 0.0 0.000
H -3.280833 -1.709884 0.564495 0.0 0.0 0.0 0.000
H -3.220636 -1.748696 2.317185 0.0 0.0 0.0 0.000
H -0.592071 -4.478188 1.338967 0.0 0.0 0.0 0.000
H -2.620741 -3.653156 -0.790354 0.0 0.1 -0.1 0.000
H -1.722621 -5.162895 -0.716004 0.0 0.0 0.0 0.000
H -0.867633 -3.658204 -1.050633 0.0 0.0 0.0 0.000
H -3.614084 -3.978704 1.548091 0.0 0.0 0.0 0.000
H -2.553108 -4.445113 2.890609 0.0 0.0 0.0 0.000
H -2.816608 -5.542605 1.547948 0.0 0.0 0.0 0.000
H 0.133439 -1.167448 3.186294 -0.1 0.0 0.0 0.000
H -0.103058 -4.177642 3.608137 0.0 0.0 0.0 0.000
H 1.012496 -3.073571 4.392785 0.0 0.0 0.0 0.000
H 1.188678 -3.409670 2.668952 0.0 0.0 0.0 0.000
H -2.236296 -2.786065 4.266201 0.0 0.0 0.0 0.000
H -2.150741 -1.021857 4.124595 0.0 0.0 0.0 0.000
H -1.085281 -1.885292 5.232160 0.0 0.0 0.0 0.000
H 3.283488 2.784749 -1.864624 0.0 0.0 0.0 0.000
H 4.106030 4.417818 0.600034 0.0 0.0 0.0 0.000
H 3.833701 5.016695 -1.048730 0.0 0.0 0.0 0.000
H 5.176708 3.948064 -0.708375 0.0 0.0 0.0 0.000
H 4.073925 1.777491 0.915240 0.0 0.0 0.0 0.000
H 4.888762 1.468551 -0.610866 0.0 0.0 0.0 0.000
H 3.288872 0.779157 -0.320151 0.0 0.0 0.0 0.000
N 5.046579 -6.536651 -3.052062 -0.1 0.0 0.1 0.000
C 6.015807 -6.909068 -3.948605 0.1 0.2 0.0 0.000
C 6.624548 -8.133622 -4.221607 0.0 -0.1 0.0 0.000
C 7.590628 -8.126965 -5.199923 -0.1 0.0 0.1 0.000
C 7.953911 -6.947143 -5.888929 0.0 0.1 0.0 0.000
C 7.360304 -5.742448 -5.615963 0.0 0.0 -0.1 0.000
C 6.374188 -5.719287 -4.617498 0.0 -0.2 0.1 0.000
N 5.642711 -4.673322 -4.131894 0.0 0.1 0.0 0.000
C 4.862209 -5.184478 -3.206066 0.1 0.0 -0.1 0.000
C 3.930910 -4.368223 -2.469556 0.0 0.0 0.0 0.000
C 3.040060 -4.852918 -1.499932 0.0 0.0 0.0 0.000
C 2.178699 -3.982938 -0.874435 0.0 0.0 0.0 0.000
N 2.142658 -2.665512 -1.143207 -0.2 0.0 0.3 0.003
C 3.005748 -2.193407 -2.068414 0.0 0.0 0.0 0.000
C 3.896145 -2.987551 -2.736320 0.0 0.0 0.0 0.000
H 4.573104 -7.158419 -2.420111 0.0 0.0 0.0 0.000
H 6.366854 -9.037695 -3.686833 0.0 0.0 0.0 0.000
H 8.089017 -9.053555 -5.449913 0.0 0.0 0.0 0.000
H 8.722672 -7.003779 -6.646998 0.0 0.0 0.0 0.000
H 7.623519 -4.840372 -6.150398 0.0 0.0 0.0 0.000
H 3.010668 -5.899756 -1.231870 0.0 0.0 0.0 0.000
H 1.482985 -4.346468 -0.126769 0.0 0.0 0.0 0.000
H 2.963252 -1.127558 -2.274670 0.0 0.0 0.0 0.000
H 4.574403 -2.580260 -3.472774 0.0 0.0 0.0 0.000
C 3.968306 0.824606 4.353274 0.1 0.0 0.0 0.000
N 3.394909 -0.181897 3.456912 0.0 -0.1 0.1 0.000
C 4.244605 -1.350338 3.237857 0.0 0.0 0.0 0.000
C 2.309777 0.028911 2.700135 0.0 0.0 0.0 0.000
N 2.089551 -0.579645 1.561581 0.0 -0.3 0.0 0.000
N 1.373371 0.933293 3.208646 0.0 -0.1 0.0 0.000
C 0.375622 1.476262 2.349690 0.1 -0.2 0.1 0.003
C 1.024872 0.886362 4.639722 -0.1 0.0 0.1 0.000
H 5.008280 0.989660 4.070133 0.0 0.0 0.0 0.000
H 3.950057 0.489636 5.390615 0.0 0.0 0.0 0.000
H 3.437890 1.768008 4.267072 0.0 0.0 0.0 0.000
H 4.693532 -1.630051 4.188927 0.0 0.0 0.0 0.000
H 5.049295 -1.136979 2.529821 0.0 0.0 0.0 0.000
H 3.653385 -2.192803 2.883121 0.0 0.0 0.0 0.000
H 2.913094 -1.106279 1.285581 0.1 0.1 0.0 0.000
H 0.551433 1.165433 1.328529 0.0 0.1 0.0 0.003
H 0.956799 3.130064 3.264848 0.0 0.0 0.0 0.000
H -0.635479 1.223713 2.678572 0.0 0.0 0.0 0.001
H 1.598852 0.111309 5.138645 0.0 0.0 0.0 0.000
H -0.036088 0.648786 4.749040 0.0 0.0 0.0 0.000
H 1.226496 1.830082 5.150871 0.0 0.0 0.0 0.000
```
Positions in Å, forces in eV/Å.

The value obtained for the HOMO energy (alpha / beta) is -14.79 / -14.79 eV. The total energy is -6023.23801 Eh. Its spin multiplicity is 2. Its largest force on an atom is 0.64 eV/A. As for the total charge: +4.


[3]
# C4H7NO

An isolated molecule of C4H7NO (wB97M-V/def2-TZVPD, OMol25).

The geometry in XYZ format:
```
13
Properties=species:S:1:pos:R:3:forces:R:3:nbo_charge:R:1
C 2.318404 -0.336217 -0.043874 2.8 0.0 -0.7 -0.264
C -0.725282 1.078257 0.076842 0.8 2.2 0.2 0.001
C -1.836393 0.217983 -0.130925 -1.3 -3.0 -0.2 -0.299
C -1.751295 -1.142196 0.081281 -0.6 0.2 0.3 -0.326
H 2.720716 -1.298291 -0.507755 -0.4 1.3 0.6 0.189
H 2.632949 0.600198 -0.674206 -0.4 -2.0 1.0 0.197
H 2.797691 -0.194458 0.997743 -1.1 -0.3 -1.4 0.178
H -0.957678 2.144038 0.291785 0.2 -0.7 -0.5 0.197
H -2.808455 0.697906 -0.517755 1.6 -0.9 0.8 0.228
H -0.851133 -1.749774 0.469014 -1.5 1.6 -0.8 0.233
H -2.688720 -1.746788 -0.023908 1.0 0.6 -0.1 0.195
N 0.540341 0.882560 0.067456 -1.4 0.2 0.7 -0.126
O 0.917455 -0.442214 -0.050882 0.4 0.7 0.0 -0.403
```
Positions in Å, forces in eV/Å.

Its SMILES is C=C/C=N\OC. The value obtained for the HOMO energy is -9.07 eV. The total energy is -286.48093 Eh. For the relative energy (zero: lowest compared OMol25 entry of this formula, charge and spin), the calculation gives 4.101 eV. Its largest force on an atom is 3.26 eV/A.


The lowest total energy belongs to which entry?
C56H82GeN10P3Pb